Entry from the OMol25 dataset: C18H38F2IN3O6PtS2 as an isolated structure (wB97M-V/def2-TZVPD).

Charge: 0
Orbital gap (spin up / spin down), Eh: 0.31682 / 0.23555
E_LUMO (spin up / spin down), eV: -0.111 / -2.146
Relative energy (zero: lowest compared OMol25 entry of this formula, charge and spin), eV: 2.080
2S+1: 3
<S²>: 2.01

```
71
Properties=species:S:1:pos:R:3:forces:R:3
Pt 30.175 9.294 32.611 -0.3 -1.0 -0.5
N 29.569 11.018 31.564 -2.4 1.8 -3.0
S 30.032 12.528 31.477 2.5 4.1 3.2
O 28.981 13.515 31.696 0.8 -1.7 -0.8
O 31.074 12.873 30.557 -0.6 -0.7 0.4
F 30.757 12.549 32.939 0.0 -0.2 -0.7
S 28.360 11.271 30.298 -2.5 -4.3 -0.9
O 28.814 11.749 29.030 0.2 0.8 1.4
O 27.038 11.539 30.806 1.7 0.5 -0.2
F 28.253 9.701 29.977 0.2 0.5 0.3
I 29.995 7.031 31.074 -0.1 0.7 0.6
C 32.548 7.623 34.388 0.6 0.4 0.9
C 33.604 8.108 33.390 1.2 -0.4 -0.6
C 34.162 6.858 32.673 -0.8 -1.2 0.0
C 34.810 7.042 31.307 1.1 1.0 1.0
C 34.089 8.081 30.462 0.1 -0.4 -0.1
C 33.617 9.399 31.141 -1.2 -1.2 0.3
N 32.942 9.001 32.419 -0.8 -0.3 -0.7
O 32.382 10.126 33.084 1.4 0.2 0.1
C 34.781 10.345 31.413 1.3 -1.6 -0.2
C 32.595 9.970 30.141 0.2 0.7 -1.0
C 34.799 8.785 34.121 -0.9 -0.2 2.4
H 32.877 6.731 34.928 0.2 -0.2 -0.4
H 31.593 7.399 33.918 0.0 0.1 0.0
H 32.482 8.347 35.204 -0.6 0.2 -0.3
H 34.833 6.290 33.330 0.4 0.8 0.2
H 33.396 6.071 32.657 -0.6 0.5 -0.7
H 34.905 6.059 30.849 -0.2 0.2 -0.4
H 35.842 7.375 31.481 0.0 0.0 0.0
H 33.277 7.504 30.014 -0.5 0.7 0.1
H 34.678 8.476 29.630 0.3 -0.5 -0.1
H 35.543 9.755 31.934 -0.3 0.2 0.7
H 35.404 10.496 30.527 -0.8 0.9 -0.4
H 34.522 11.239 31.971 0.1 0.2 -0.3
H 31.517 9.948 30.288 0.1 -0.2 1.0
H 32.838 11.003 29.892 -0.1 0.0 0.1
H 32.654 9.397 29.214 0.3 0.2 -0.1
H 34.785 9.873 34.179 0.3 0.0 -0.6
H 35.799 8.365 34.037 0.0 0.2 -1.0
H 34.613 8.568 35.186 0.0 -0.1 0.0
H 33.135 10.667 33.387 -0.4 0.2 0.1
C 26.293 8.605 35.293 -0.1 -0.6 0.1
C 27.163 9.397 34.273 -2.0 0.8 -0.3
C 26.522 10.794 34.311 -0.3 1.5 0.5
C 26.798 11.628 35.580 0.6 -0.6 -1.7
C 28.308 11.682 35.592 -0.2 0.4 1.7
C 29.011 10.318 35.673 1.7 0.7 1.3
N 28.615 9.463 34.541 -0.3 0.4 -0.8
O 29.150 8.168 34.607 -0.1 -0.7 1.1
C 30.485 10.717 35.554 1.3 -0.1 -1.4
C 28.915 9.728 37.113 -1.7 0.1 -0.5
C 26.872 8.946 32.845 -0.1 -1.2 -0.4
H 25.382 8.274 34.793 0.2 -0.1 -0.3
H 25.891 9.212 36.103 0.5 0.2 0.1
H 26.706 7.705 35.761 0.3 0.0 -0.2
H 26.867 11.421 33.482 0.2 -0.3 -0.1
H 25.437 10.774 34.177 0.1 -0.7 -0.2
H 26.389 11.207 36.496 -0.1 0.1 0.0
H 26.398 12.619 35.369 -0.1 0.0 0.4
H 28.593 12.187 36.523 0.3 0.1 -0.2
H 28.714 12.293 34.786 -0.2 -0.2 -0.3
H 30.681 11.028 34.520 -0.1 0.0 0.1
H 30.810 11.585 36.129 -0.7 0.0 0.3
H 31.265 9.976 35.747 -0.5 -0.5 0.2
H 29.178 10.547 37.779 0.5 -0.2 0.1
H 27.880 9.512 37.402 0.0 -0.2 -0.1
H 29.495 8.824 37.284 0.3 0.2 -0.1
H 27.236 9.573 32.033 0.3 0.1 0.6
H 25.790 8.949 32.697 0.0 0.0 0.2
H 27.200 7.923 32.635 0.1 0.0 0.1
H 28.701 7.700 35.340 0.2 0.0 -0.2
```
Forces are in eV/Å.

Mulliken analysis output, partial charges in e: 1.83 -0.18 0.97 -0.62 -0.56 -0.28 0.83 -0.61 -0.53 -0.23 -0.30 -1.89 1.92 -1.58 -0.92 -1.39 1.55 0.46 -0.07 -1.74 -1.51 -1.88 0.49 0.26 0.20 0.48 0.53 0.42 0.33 0.41 0.56 0.39 0.48 0.35 0.01 0.32 0.37 0.29 0.33 0.61 0.10 -1.53 1.57 -1.38 -0.73 -1.53 1.64 1.24 -0.22 -1.55 -1.84 -2.12 0.47 0.35 0.16 0.07 0.50 0.33 0.47 0.53 0.32 0.02 0.41 0.00 0.44 0.40 0.38 0.32 0.55 0.33 0.22

---

Entry from the OMol25 dataset: C18H38FN2PbSSi2 as an isolated structure (wB97M-V/def2-TZVPD).

Charge: -1
Orbital gap, Eh: 0.24311
E_LUMO, eV: 2.672
Relative energy (zero: lowest compared OMol25 entry of this formula, charge and spin), eV: 0.000

```
63
Properties=species:S:1:pos:R:3:forces:R:3
Pb -0.106 -0.493 -0.688 -0.1 0.1 0.1
C 1.208 1.576 2.899 0.0 0.0 0.0
C -0.019 2.318 2.322 0.1 0.0 -0.1
N -0.945 1.453 1.623 0.0 -0.1 0.0
C -1.950 0.758 2.404 0.0 0.0 0.1
C -1.433 -0.305 3.372 0.0 0.0 0.0
S -0.475 -1.675 2.653 0.0 0.0 0.0
C 1.167 -1.438 3.386 0.0 0.0 0.0
C 2.192 -0.687 2.532 0.0 0.0 0.0
N 1.707 0.563 2.008 0.0 0.0 0.0
H 0.927 1.093 3.834 0.0 0.0 0.0
H 1.960 2.333 3.175 0.0 0.0 0.0
H 0.331 3.066 1.605 0.0 0.0 0.0
H -0.498 2.876 3.146 0.0 0.0 0.0
H -1.398 1.941 0.864 0.0 0.0 0.0
H -2.612 0.273 1.687 0.0 0.0 0.0
H -2.543 1.462 3.019 0.0 0.0 0.0
H -2.310 -0.755 3.840 0.0 0.0 0.0
H -0.845 0.130 4.181 0.0 0.0 0.0
H 1.560 -2.439 3.570 0.0 0.0 0.0
H 1.042 -0.976 4.368 0.0 0.0 0.0
H 2.446 -1.313 1.673 0.0 0.0 0.0
H 3.105 -0.589 3.149 0.0 0.0 0.0
H 2.255 0.913 1.239 0.0 0.0 0.0
C 1.253 -1.962 -2.785 0.0 0.0 0.0
C 0.060 -2.599 -2.356 0.0 0.0 -0.1
C 0.368 -3.341 -1.186 0.0 0.0 0.0
C 1.720 -3.136 -0.887 0.0 -0.1 0.0
C 2.267 -2.286 -1.872 0.0 0.0 0.0
H 1.360 -1.343 -3.665 0.0 0.0 0.0
H -0.886 -2.606 -2.881 0.0 0.0 0.0
H -0.331 -3.939 -0.618 0.0 0.0 0.0
H 2.249 -3.545 -0.035 0.0 0.0 0.0
H 3.291 -1.939 -1.916 0.0 0.0 0.0
C -3.179 -0.538 -3.253 0.1 0.0 -0.1
Si -2.508 1.176 -2.868 -0.1 0.1 0.1
C -2.862 2.200 -4.432 0.0 0.0 0.0
C -3.591 1.894 -1.498 0.0 0.0 0.0
C -0.727 1.177 -2.426 0.1 0.1 0.0
Si 0.170 2.745 -2.137 0.0 0.0 -0.1
C -0.776 4.043 -1.134 0.0 0.0 0.0
C 1.800 2.487 -1.197 0.0 0.0 0.0
C 0.692 3.618 -3.736 0.0 0.0 0.0
H -4.216 -0.467 -3.595 0.0 0.0 0.0
H -3.132 -1.162 -2.359 0.0 0.0 0.0
H -2.601 -1.020 -4.047 0.0 0.0 0.0
H -3.923 2.172 -4.699 0.0 0.0 0.0
H -2.293 1.805 -5.278 0.0 0.0 0.0
H -2.576 3.247 -4.302 0.0 0.0 0.0
H -4.642 1.672 -1.706 0.0 0.0 0.0
H -3.491 2.977 -1.398 0.0 0.0 0.0
H -3.341 1.425 -0.543 0.0 -0.1 -0.1
H -0.185 0.699 -3.259 0.0 -0.1 0.0
H -1.202 3.631 -0.218 0.0 0.0 0.0
H -1.599 4.475 -1.708 0.0 0.0 0.0
H -0.104 4.858 -0.851 0.0 0.0 0.0
H 1.619 2.407 -0.121 0.0 0.0 0.0
H 2.474 3.333 -1.361 0.0 0.0 0.0
H 2.318 1.578 -1.517 0.0 0.0 0.0
H -0.172 3.838 -4.368 0.0 0.0 0.0
H 1.362 2.973 -4.310 0.0 0.0 0.0
H 1.219 4.556 -3.536 0.0 0.0 0.0
F -2.229 -0.703 -0.190 0.0 -0.1 -0.1
```
Forces are in eV/Å.

Mulliken analysis output, partial charges in e: 1.00 -1.16 -0.81 0.63 -0.87 -0.76 -0.06 -0.84 -0.64 0.30 0.45 0.37 0.35 0.29 -0.37 0.36 0.37 0.57 0.25 0.44 0.44 0.31 0.29 0.21 -0.71 -0.59 -0.89 -0.27 -0.61 0.48 0.61 0.44 0.53 0.41 -1.04 0.14 -1.20 -0.76 -0.17 0.35 -1.12 -0.82 -1.13 0.37 0.22 0.29 0.31 0.28 0.28 0.43 0.30 0.01 -0.03 0.37 0.35 0.33 -0.14 0.43 0.29 0.28 0.26 0.30 -0.72

---

Entry from the OMol25 dataset: C18H38N3O7V as an isolated structure (wB97M-V/def2-TZVPD).

Charge: -1
Orbital gap (spin up / spin down), Eh: 0.28010 / 0.28811
E_LUMO (spin up / spin down), eV: 2.339 / 2.338
2S+1: 2
<S²>: 0.76

```
67
Properties=species:S:1:pos:R:3:forces:R:3
O 1.594 -4.936 -0.860 0.1 -0.1 0.0
V 1.255 -5.198 0.684 0.4 0.8 -1.3
O 0.935 -6.779 0.882 -0.1 0.5 0.9
N 1.560 -2.288 2.082 -0.3 -0.3 2.5
O 2.556 -2.335 2.774 2.1 0.0 0.4
O 0.556 -1.775 2.527 -1.7 1.1 -0.3
O 1.542 -2.879 0.985 -0.3 -2.0 -2.2
C -4.292 1.232 4.896 0.7 -0.6 0.1
C -3.387 2.193 4.004 -0.3 0.1 1.3
C -2.981 3.315 5.026 0.2 0.2 0.4
C -1.855 4.303 4.702 0.6 -0.9 0.6
C -0.647 3.585 4.014 -0.4 1.2 -0.1
C -0.993 2.466 3.069 -0.1 -0.9 -3.5
N -2.057 1.544 3.567 -0.2 2.0 3.6
O -2.232 0.463 2.764 -0.8 -0.2 -0.7
C -1.470 3.045 1.653 1.2 0.7 1.2
C 0.271 1.620 2.670 0.5 -1.0 0.3
C -4.348 2.604 2.838 0.2 0.6 0.4
H -5.207 1.668 5.295 -0.2 0.7 -0.9
H -3.891 0.911 5.858 1.1 0.0 -0.2
H -4.553 0.299 4.397 0.0 0.1 -0.3
H -3.800 3.892 5.454 -0.7 0.0 -0.8
H -2.689 2.813 5.949 0.5 -0.6 -0.2
H -1.498 4.721 5.643 0.2 -0.4 0.4
H -2.200 5.248 4.285 -0.1 -0.4 -1.2
H 0.160 3.224 4.653 -0.5 0.0 0.7
H -0.175 4.381 3.438 0.3 -0.2 -0.3
H -1.772 2.258 0.962 -0.5 0.2 0.1
H -2.141 3.887 1.821 -0.5 -0.4 -0.4
H -0.600 3.504 1.183 0.2 -0.1 0.0
H 0.061 0.763 2.030 -0.8 -0.2 0.4
H 1.094 1.995 2.063 -0.4 1.6 -0.1
H 0.870 1.204 3.481 -0.6 -0.1 0.6
H -4.131 3.553 2.350 0.7 -0.4 -0.4
H -5.370 2.835 3.141 -0.1 -0.5 0.8
H -4.456 1.752 2.167 0.1 0.2 -0.4
H -2.741 0.896 2.074 -0.2 -0.9 -1.2
C 0.357 -2.350 -2.194 1.2 0.8 -1.2
C 0.998 -1.153 -3.076 0.7 0.2 0.1
C 2.276 -0.474 -2.490 -0.3 -0.5 1.2
C 3.656 -1.066 -2.766 -0.6 -1.0 1.5
C 3.769 -1.363 -4.199 -0.2 -1.4 -0.8
C 2.559 -2.122 -4.839 -0.9 0.0 -1.5
N 1.301 -1.531 -4.448 1.9 4.4 1.5
O 0.166 -2.011 -5.004 -0.2 -2.1 -1.0
C 2.656 -1.812 -6.409 0.2 -1.5 1.2
C 2.505 -3.686 -4.467 1.9 2.3 -0.9
C -0.060 -0.044 -3.170 -1.1 -0.5 0.5
H -0.523 -2.694 -2.737 -0.4 0.3 0.4
H 0.984 -3.238 -2.117 0.4 0.2 0.1
H 0.162 -2.029 -1.171 -0.3 0.1 -0.2
H 2.333 0.565 -2.815 -0.4 0.1 0.0
H 2.040 -0.536 -1.427 0.4 0.6 0.3
H 4.507 -0.453 -2.470 -0.3 0.6 0.1
H 3.882 -1.973 -2.205 -0.6 -0.3 0.3
H 4.569 -2.100 -4.266 0.5 0.3 -0.7
H 4.031 -0.399 -4.636 -0.2 -0.3 -1.0
H 2.018 -2.476 -6.992 -0.3 0.1 0.1
H 3.670 -2.075 -6.710 0.2 0.4 -0.2
H 2.378 -0.779 -6.613 0.3 -0.1 0.1
H 1.528 -4.109 -4.699 0.2 -0.2 0.4
H 2.870 -3.714 -3.440 -0.7 -0.6 0.1
H 3.275 -4.139 -5.092 -0.1 -0.5 0.0
H 0.196 0.863 -3.716 0.5 -0.1 0.1
H -0.949 -0.447 -3.656 0.0 -0.1 -0.2
H -0.423 0.192 -2.169 0.3 0.3 0.2
H 0.300 -2.834 -4.528 -2.1 -1.4 -0.6
```
Forces are in eV/Å.

Mulliken analysis output, partial charges in e: -0.88 1.40 -0.86 1.06 -0.64 -0.58 -0.52 -1.90 1.47 -1.29 -0.84 -1.08 1.68 -0.02 -0.30 -1.82 -2.06 -1.61 0.41 0.41 0.36 0.47 0.50 0.41 0.39 0.45 0.27 0.28 0.39 0.52 0.46 0.47 0.42 0.31 0.46 0.42 0.35 -1.66 1.54 -1.08 -0.78 -1.16 1.28 0.12 -0.43 -1.92 -1.46 -2.06 0.46 0.43 0.40 0.39 0.41 0.40 0.33 0.46 0.35 0.38 0.43 0.44 0.31 0.32 0.51 0.45 0.41 0.40 0.36